# 1
73
Properties=species:S:1:pos:R:3:lowdin_charge:R:1 method="wB97M-V/def2-TZVPD" homo_lumo_gap_ev=7.35 homo_ev=-10.9 charge=+1
Sn -0.492 0.957 -0.178 1.446
C -0.475 0.165 2.844 -0.146
N 0.293 -0.291 1.663 -0.024
C 0.999 -1.332 1.800 -0.159
C 2.305 -1.002 -0.122 -0.405
C 3.301 -1.731 -0.989 0.072
C 2.912 -1.582 -2.254 0.025
C 1.640 -0.855 -2.219 -0.055
N 1.260 -0.548 -1.032 0.003
C -0.142 1.617 3.074 -0.244
C -1.004 2.597 2.587 -0.085
C -0.667 3.943 2.695 -0.074
C 0.531 4.309 3.289 -0.079
C 1.389 3.331 3.783 -0.058
C 1.055 1.991 3.675 -0.028
H -0.249 -0.467 3.704 0.135
H -1.536 0.060 2.618 0.096
H 0.979 -1.943 2.699 0.173
H 4.192 -2.195 -0.596 0.145
H 3.407 -1.932 -3.146 0.122
H 1.040 -0.595 -3.085 0.137
H -1.965 2.320 2.161 0.103
H -1.351 4.699 2.333 0.113
H 0.791 5.355 3.383 0.111
H 2.318 3.617 4.259 0.112
H 1.732 1.233 4.051 0.122
O 7.061 1.842 -0.555 0.146
C 5.909 1.169 -0.502 -0.466
O 5.889 -0.028 -0.407 0.139
C 4.640 1.933 -0.588 -0.058
C 4.312 3.155 -1.135 -0.567
Cl 5.336 4.375 -1.731 0.843
N 2.966 3.286 -1.087 -0.060
N 2.397 2.204 -0.531 0.141
C 3.390 1.397 -0.228 -0.154
C 3.115 0.162 0.555 -0.240
O 3.526 0.000 1.664 0.194
O 1.816 -1.845 0.887 0.081
C 2.127 4.368 -1.518 -0.206
C 1.156 4.823 -0.638 -0.016
C 0.308 5.837 -1.049 -0.057
C 0.442 6.390 -2.316 -0.064
C 1.420 5.923 -3.181 -0.059
C 2.267 4.897 -2.789 -0.036
H 6.921 2.796 -0.625 0.070
H 1.081 4.384 0.349 0.097
H -0.459 6.203 -0.378 0.110
H -0.219 7.186 -2.629 0.112
H 1.519 6.348 -4.171 0.113
H 3.013 4.505 -3.468 0.107
C -8.160 -2.541 -0.315 -0.042
C -6.841 -1.822 -0.249 -0.251
C -6.448 -0.952 -1.256 0.001
C -5.250 -0.252 -1.194 -0.191
C -4.879 0.691 -2.309 -0.030
C -4.410 -0.469 -0.098 -0.070
C -4.773 -1.350 0.930 -0.191
C -3.904 -1.573 2.143 -0.033
C -5.993 -2.002 0.838 -0.002
C -3.121 0.272 -0.026 -0.607
O -3.027 1.497 -0.135 -0.061
O -2.031 -0.443 0.144 -0.232
H -8.589 -2.493 -1.314 0.077
H -8.876 -2.094 0.378 0.088
H -8.050 -3.590 -0.038 0.083
H -7.095 -0.807 -2.114 0.119
H -5.614 0.633 -3.111 0.080
H -3.903 0.447 -2.734 0.085
H -4.830 1.719 -1.955 0.084
H -2.918 -1.942 1.863 0.073
H -4.367 -2.296 2.812 0.082
H -3.772 -0.644 2.705 0.086
H -6.289 -2.675 1.636 0.122

=====

# 2
80
Properties=species:S:1:pos:R:3:lowdin_charge:R:1 method="wB97M-V/def2-TZVPD" homo_lumo_gap_ev="4.99 / 4.59" homo_ev="-1.0 / -0.6" relative_energy_kcal_mol=0.0 charge=-2
Tl 0.544 -1.274 -0.178 1.020
N -2.219 -0.500 3.061 0.129
C -0.890 -0.720 3.416 -0.301
C -0.432 -0.074 4.573 -0.025
C 0.865 -0.283 4.972 -0.069
C 1.677 -1.137 4.227 -0.073
C 1.131 -1.719 3.106 -0.181
N -0.132 -1.531 2.697 0.071
C -2.865 -0.575 1.843 -0.300
C -4.257 -0.373 1.846 -0.020
C -4.935 -0.410 0.652 -0.091
C -4.235 -0.653 -0.526 -0.081
C -2.871 -0.835 -0.426 -0.146
N -2.193 -0.791 0.723 0.087
H -2.715 0.052 3.741 0.132
H -1.054 0.654 5.075 0.105
H 1.259 0.260 5.821 0.112
H 2.714 -1.304 4.483 0.100
H 1.738 -2.356 2.470 0.090
H -4.775 -0.190 2.779 0.105
H -6.007 -0.254 0.635 0.098
H -4.730 -0.699 -1.486 0.094
H -2.273 -1.026 -1.313 0.079
O 3.638 1.849 -1.086 -0.009
C 3.101 1.058 -0.301 -0.700
O 2.913 -0.181 -0.447 -0.193
C 2.638 1.638 1.049 -0.059
C 3.630 1.909 1.986 0.040
C 3.249 2.350 3.241 -0.156
C 1.934 2.550 3.600 0.043
C 0.912 2.302 2.669 -0.121
C 1.296 1.850 1.365 -0.188
O 0.311 1.579 0.457 -0.225
N -0.391 2.549 3.095 -0.400
O -1.395 2.372 2.326 -0.095
O -0.559 2.977 4.298 -0.136
N 4.291 2.620 4.242 -0.354
O 3.953 3.016 5.346 0.040
O 5.456 2.432 3.926 0.041
H 4.670 1.756 1.743 0.125
H 1.663 2.911 4.576 0.111
S -0.805 -6.550 -6.671 0.769
N -0.752 -6.856 -5.035 -0.304
C -0.620 -5.655 -4.452 -0.365
C -0.528 -5.422 -3.041 -0.099
C -0.561 -6.480 -2.113 -0.024
C -0.467 -6.216 -0.775 -0.075
C -0.333 -4.875 -0.367 -0.166
N -0.298 -3.867 -1.205 0.035
C -0.400 -4.104 -2.534 -0.164
C -0.370 -2.987 -3.448 -0.161
N -0.286 -1.728 -2.950 0.041
C -0.232 -0.714 -3.781 -0.152
C -0.269 -0.854 -5.180 -0.066
C -0.380 -2.113 -5.702 -0.020
C -0.439 -3.225 -4.843 -0.097
C -0.570 -4.561 -5.350 -0.363
N -0.663 -4.891 -6.645 -0.302
H -0.662 -7.489 -2.493 0.104
H -0.492 -7.008 -0.038 0.090
H -0.251 -4.624 0.687 0.099
H -0.149 0.272 -3.332 0.097
H -0.209 0.021 -5.814 0.093
H -0.422 -2.289 -6.770 0.105
C -0.201 4.922 1.063 -0.197
Ge 0.377 4.241 -0.669 0.852
C 2.154 4.936 -1.073 -0.218
C -0.886 4.861 -2.047 -0.232
C 0.327 2.264 -0.800 -0.245
H -0.420 5.988 0.969 0.015
H 0.590 4.791 1.802 0.023
H -1.082 4.391 1.424 0.012
H 2.152 6.028 -1.017 0.008
H 2.487 4.621 -2.062 0.017
H 2.869 4.533 -0.357 0.013
H -0.849 5.946 -2.160 0.005
H -1.902 4.574 -1.769 0.013
H -0.654 4.407 -3.012 0.009
H 1.154 1.942 -1.439 0.071
H -0.611 1.968 -1.276 0.079

=====

# 3
81
Properties=species:S:1:pos:R:3:lowdin_charge:R:1 method="wB97M-V/def2-TZVPD" homo_lumo_gap_ev=6.36 homo_ev=-4.7 relative_energy_kcal_mol=13.7 charge=-1
Cs -0.496 0.002 0.785 0.948
C -2.685 3.343 4.337 -0.044
C -1.676 2.628 3.483 -0.268
N -1.383 1.393 3.623 0.069
N -2.065 0.709 4.583 -0.026
C -1.853 -0.611 4.805 -0.903
N -2.724 -1.134 5.727 0.061
S -0.689 -1.540 4.084 0.602
C -0.973 3.359 2.392 -0.260
C -1.566 4.452 1.771 -0.037
C -0.901 5.064 0.721 -0.053
C 0.337 4.581 0.339 -0.044
C 0.855 3.488 1.022 -0.141
N 0.217 2.885 2.022 0.070
H -3.693 2.968 4.143 0.051
H -2.685 4.411 4.140 0.074
H -2.450 3.208 5.397 0.086
H -2.800 1.173 5.099 0.122
H -3.648 -0.734 5.793 0.094
H -2.688 -2.138 5.784 0.075
H -2.553 4.783 2.055 0.062
H -1.355 5.899 0.204 0.108
H 0.900 5.024 -0.472 0.106
H 1.817 3.076 0.746 0.076
C -2.194 -2.573 -2.017 -0.038
C -3.298 -1.556 -1.943 -0.334
C -4.423 -1.697 -2.786 -0.029
C -5.456 -0.819 -2.675 -0.044
C -5.397 0.218 -1.718 -0.203
C -6.449 1.138 -1.494 -0.650
Br -8.052 1.063 -2.522 0.703
C -6.339 2.085 -0.517 -0.212
C -5.179 2.174 0.249 -0.589
Br -5.153 3.497 1.620 0.770
C -4.037 1.357 0.088 -0.461
O -2.975 1.469 0.750 -0.235
C -4.218 0.311 -0.937 -0.127
N -3.199 -0.578 -1.074 0.131
H -2.534 -3.526 -1.600 0.083
H -1.315 -2.243 -1.471 0.025
H -1.900 -2.761 -3.053 0.085
H -4.453 -2.506 -3.507 0.109
H -6.331 -0.910 -3.304 0.068
H -7.153 2.772 -0.330 0.084
O 2.692 1.378 -0.856 -0.173
N 3.262 2.490 -0.964 -0.082
C 3.885 2.758 -2.117 -0.331
C 4.495 4.035 -2.269 -0.227
N 4.994 5.065 -2.408 0.112
C 3.922 1.819 -3.187 -0.196
N 3.932 1.042 -4.039 0.146
C 0.511 0.228 -2.892 -0.006
C 1.242 -1.031 -2.510 -0.582
N 2.269 -1.389 -3.315 0.182
O 0.917 -1.705 -1.536 -0.082
H 0.591 0.439 -3.957 0.085
H 0.975 1.050 -2.344 0.062
H -0.536 0.147 -2.602 0.068
H 2.701 -0.684 -3.899 0.044
H 2.867 -2.123 -2.970 0.091
S 4.643 -5.007 0.078 1.003
C 3.165 -4.244 0.698 -0.546
C 3.222 -3.394 1.796 -0.075
C 2.061 -2.746 2.180 -0.148
N 0.896 -2.902 1.555 0.017
C 0.846 -3.750 0.537 -0.148
C 1.950 -4.452 0.070 -0.073
C 5.422 -3.639 -0.733 -0.511
C 4.827 -2.407 -0.972 -0.067
C 5.572 -1.429 -1.622 -0.127
N 6.824 -1.597 -2.038 0.061
C 7.376 -2.786 -1.804 -0.160
C 6.732 -3.829 -1.164 -0.114
H 4.155 -3.217 2.312 0.113
H 2.065 -2.052 3.015 0.090
H -0.112 -3.844 0.039 0.104
H 1.872 -5.098 -0.793 0.109
H 3.812 -2.186 -0.669 0.101
H 5.122 -0.461 -1.815 0.095
H 8.398 -2.915 -2.147 0.102
H 7.243 -4.769 -0.999 0.096

=====

# 4
75
Properties=species:S:1:pos:R:3:lowdin_charge:R:1 method="wB97M-V/def2-TZVPD" homo_lumo_gap_ev="7.89 / 5.28" multiplicity=2 homo_ev="-11.0 / -10.8" relative_energy_kcal_mol=0.9 s_squared=0.76 charge=+1
Ir 0.286 0.479 -0.854 1.363
C -3.849 1.683 -1.655 0.005
C -2.351 1.668 -1.626 -0.216
N -1.728 0.669 -1.081 -0.131
N -2.506 -0.338 -0.516 -0.036
C -1.906 -1.465 -0.360 -1.045
S -0.253 -1.786 -0.825 0.663
S -2.714 -2.849 0.324 0.950
C -4.154 -2.087 1.150 -0.383
C -3.795 -1.674 2.551 -0.306
C -3.178 -0.449 2.798 -0.055
C -2.789 -0.106 4.083 -0.071
C -3.017 -0.979 5.138 -0.081
C -3.640 -2.196 4.902 -0.075
C -4.025 -2.541 3.614 -0.049
C -1.596 2.791 -2.177 -0.108
C -2.198 3.606 -3.153 -0.025
C -1.574 4.728 -3.644 -0.061
C -0.333 5.104 -3.124 -0.050
C 0.279 4.342 -2.156 -0.004
C -0.315 3.157 -1.702 -0.337
O 0.358 2.444 -0.807 -0.195
H -4.238 1.275 -0.726 0.082
H -4.211 1.040 -2.461 0.109
H -4.227 2.689 -1.801 0.086
H -4.919 -2.863 1.143 0.082
H -4.494 -1.258 0.534 0.074
H -2.996 0.233 1.978 0.099
H -2.310 0.848 4.262 0.108
H -2.719 -0.707 6.142 0.106
H -3.830 -2.877 5.721 0.107
H -4.509 -3.495 3.434 0.115
H -3.170 3.333 -3.542 0.115
H -2.050 5.323 -4.410 0.112
H 0.157 5.998 -3.486 0.117
H 1.241 4.616 -1.744 0.131
C 1.909 -5.174 4.277 -0.034
C 1.829 -3.830 3.613 -0.244
C 2.951 -3.005 3.532 -0.015
C 2.889 -1.775 2.906 -0.039
C 1.688 -1.371 2.330 -0.282
C 0.547 -2.162 2.423 -0.066
C 0.628 -3.382 3.068 -0.008
S 1.606 0.168 1.512 0.677
O 0.160 0.409 1.200 -0.439
O 2.315 1.144 2.266 -0.219
N 2.118 0.071 -0.048 -0.248
C 3.413 0.466 -0.455 -0.355
C 4.535 0.378 0.368 -0.005
C 5.760 0.745 -0.155 -0.040
C 5.839 1.177 -1.471 -0.050
C 4.666 1.233 -2.200 -0.115
N 3.476 0.890 -1.706 0.096
H 2.793 -5.256 4.906 0.081
H 1.958 -5.964 3.524 0.093
H 1.028 -5.360 4.890 0.087
H 3.881 -3.325 3.982 0.122
H 3.753 -1.128 2.902 0.104
H -0.396 -1.816 2.031 0.069
H -0.263 -3.991 3.155 0.125
H 4.456 0.056 1.390 0.083
H 6.646 0.692 0.463 0.118
H 6.778 1.466 -1.919 0.110
H 4.669 1.572 -3.230 0.104
Br 2.401 3.002 -5.511 0.816
C 1.275 1.666 -4.824 -0.645
C 0.454 0.919 -5.648 -0.068
C -0.347 -0.048 -5.063 -0.018
C -0.317 -0.223 -3.695 -0.119
N 0.482 0.513 -2.906 -0.093
C 1.272 1.443 -3.461 -0.176
H 0.442 1.086 -6.716 0.119
H -1.002 -0.666 -5.660 0.122
H -0.924 -0.969 -3.208 0.073
H 1.906 1.995 -2.788 0.082